Computed, not measured: a cluster of 2 separate species, C4H8N3O2 in total at a distorted geometry, with ωB97M-V/def2-TZVPD.

Properties
highest occupied orbital energy: -13.39 eV
orbital gap: 9.38 eV
net charge: +1
LUMO energy: -4.02 eV
calculated total energy: -12830.751 eV
strongest force on any atom: 3.1 eV Å⁻¹

Each atom is followed by the atoms it is bonded to, with distances in Å.
Element x y z (Å)
1 C 1.67 -1.08 2.20  C2 1.413, N6 1.332, H10 1.054
2 C 1.01 -0.29 1.23  C1 1.413, N5 1.173
3 C -0.55 0.54 -2.50  C4 1.468, N7 1.468, H11 1.033, H12 1.046
4 C -0.68 2.00 -2.47  C3 1.468, N7 1.440, H13 1.101, H14 1.137
5 N 0.43 0.58 0.70  C2 1.173
6 N 0.92 -1.92 2.90  C1 1.332, O8 1.341, O9 1.202
7 N -1.17 1.23 -1.36  C3 1.468, C4 1.440, H15 1.168, H16 1.039
8 O -0.39 -2.01 2.64  N6 1.341, H17 0.923
9 O 1.36 -2.59 3.80  N6 1.202
10 H 2.73 -1.03 2.21  C1 1.054
11 H -1.12 0.06 -3.21  C3 1.033
12 H 0.34 0.14 -2.12  C3 1.046
13 H 0.21 2.62 -2.25  C4 1.101
14 H -1.53 2.53 -3.00  C4 1.137
15 H -0.45 1.11 -0.45  N7 1.168
16 H -2.14 0.88 -1.46  N7 1.039
17 H -0.62 -2.75 3.13  O8 0.923



Computed, not measured: the ion C4H8N3O2 with charge +1 at a distorted geometry, with ωB97M-V/def2-TZVPD.

Properties
highest occupied orbital energy: -13.54 eV
structure (SMILES): NC(=[NH2+])/C=C\NC(=O)O
orbital gap: 9.49 eV
net charge: +1
LUMO energy: -4.05 eV
calculated total energy: -12836.555 eV
strongest force on any atom: 4.7 eV Å⁻¹

Each atom is followed by the atoms it is bonded to, with distances in Å.
Element x y z (Å)
1 N 0.73 0.87 1.03  C2 1.370, H10 0.976, H11 0.954
2 C 1.45 0.18 0.10  N1 1.370, N3 1.335, C4 1.510
3 N 2.34 0.85 -0.63  C2 1.335, H12 1.012, H13 1.006
4 C 1.02 -1.25 -0.13  C2 1.510, C5 1.367, H14 1.141
5 C -0.27 -1.70 -0.13  C4 1.367, N6 1.369, H15 1.121
6 N -1.42 -0.97 0.02  C5 1.369, C7 1.419, H16 1.010
7 C -1.73 0.38 -0.29  N6 1.419, O8 1.154, O9 1.337
8 O -1.06 1.23 -0.69  C7 1.154
9 O -2.98 0.55 0.15  C7 1.337, H17 1.071
10 H 0.73 1.85 1.06  N1 0.976
11 H 0.26 0.40 1.71  N1 0.954
12 H 2.77 0.37 -1.41  N3 1.012
13 H 2.28 1.86 -0.64  N3 1.006
14 H 1.82 -2.00 -0.47  C4 1.141
15 H -0.28 -2.82 -0.07  C5 1.121
16 H -2.33 -1.36 0.23  N6 1.010
17 H -3.34 1.56 0.16  O9 1.071



Computed, not measured: the ion C4H8N3O3S with charge +1 at a distorted geometry, with ωB97M-V/def2-TZVPD.

Properties
multiplicity: 3
highest occupied orbital energy (spin up / spin down): -10.28 / -13.77 eV
orbital gap (spin up / spin down): 6.27 / 4.89 eV
net charge: +1
LUMO energy (spin up / spin down): -4.01 / -8.88 eV
expectation value of S²: 2.024
calculated total energy: -25708.767 eV
strongest force on any atom: 4.7 eV Å⁻¹

Each atom is followed by the atoms it is bonded to, with distances in Å.
Element x y z (Å)
1 C 0.08 -0.86 -0.71  C2 1.479, C3 1.451, O9 1.392, H12 1.180
2 C 1.05 0.06 -1.33  C1 1.479, N5 1.277, H13 1.001
3 C 0.58 -0.94 0.66  C1 1.451, N6 1.303, H14 1.164
4 C 2.58 -0.10 1.82  N6 1.431, H15 1.005, H16 1.023, H17 0.987
5 N 2.06 0.17 -0.56  C2 1.277, N6 1.383
6 N 1.76 -0.37 0.68  C3 1.303, C4 1.431, N5 1.383
7 N -2.75 1.25 -0.66  O10 1.369, S11 1.631, H18 1.003
8 O -1.72 0.10 1.17  S11 1.411
9 O -1.26 -0.94 -1.06  C1 1.392, S11 1.834
10 O -3.61 1.12 -1.71  N7 1.369, H19 0.985
11 S -2.53 -0.20 0.05  N7 1.631, O8 1.411, O9 1.834
12 H 0.31 -1.88 -1.25  C1 1.180
13 H 1.10 0.48 -2.24  C2 1.001
14 H 0.06 -1.50 1.53  C3 1.164
15 H 2.06 0.31 2.57  C4 1.005
16 H 2.88 -0.92 2.34  C4 1.023
17 H 3.34 0.50 1.61  C4 0.987
18 H -2.70 2.20 -0.33  N7 1.003
19 H -3.30 1.52 -2.57  O10 0.985



Computed, not measured: a cluster of 2 separate species, C4H8N3O4P in total at a distorted geometry, with ωB97M-V/def2-TZVPD.

Properties
highest occupied orbital energy: -8.11 eV
structure (SMILES): [O-][n+]1cnc[nH]1.C=CO[P@@H](=O)O
orbital gap: 8.92 eV
LUMO energy: 0.82 eV
calculated total energy: -26225.381 eV
strongest force on any atom: 2.6 eV Å⁻¹

Each atom is followed by the atoms it is bonded to, with distances in Å.
Element x y z (Å)
1 O -2.01 1.49 0.37  N2 1.234
2 N -2.83 0.59 0.11  O1 1.234, C3 1.358, N6 1.340
3 C -4.18 0.63 -0.04  N2 1.358, N4 1.306, H7 1.062
4 N -4.67 -0.58 -0.03  C3 1.306, C5 1.304
5 C -3.67 -1.40 0.13  N4 1.304, N6 1.338, H8 1.030
6 N -2.53 -0.71 0.23  N2 1.340, C5 1.338, H9 1.073
7 H -4.64 1.53 -0.34  C3 1.062
8 H -3.72 -2.42 0.19  C5 1.030
9 H -1.55 -1.05 0.50  N6 1.073
10 C 4.26 0.78 -0.16  C11 1.326, H16 1.120, H17 1.090
11 C 3.87 -0.07 0.78  C10 1.326, O12 1.362, H18 1.059
12 O 2.64 -0.67 0.77  C11 1.362, P13 1.606
13 P 1.54 -0.41 -0.36  O12 1.606, O14 1.466, O15 1.630, H19 1.358
14 O 0.29 -1.08 -0.01  P13 1.466
15 O 1.38 1.21 -0.53  P13 1.630, H20 0.948
16 H 5.35 0.98 -0.27  C10 1.120
17 H 3.52 1.19 -0.85  C10 1.090
18 H 4.48 -0.45 1.56  C11 1.059
19 H 2.03 -0.97 -1.50  P13 1.358
20 H 0.46 1.41 -0.55  O15 0.948



Computed, not measured: a cluster of 2 separate species, C4H8N3O5S in total at a distorted geometry, with ωB97M-V/def2-TZVPD.

Properties
highest occupied orbital energy: -4.28 eV
orbital gap: 7.62 eV
net charge: -1
LUMO energy: 3.34 eV
calculated total energy: -29820.663 eV
strongest force on any atom: 4.4 eV Å⁻¹

Each atom is followed by the atoms it is bonded to, with distances in Å.
Element x y z (Å)
1 C -2.89 -0.66 1.30  C4 1.369, O8 1.210, O10 1.401
2 C -1.11 -0.70 -0.09  N5 1.496, N6 1.531, N7 1.444, O10 1.371
3 C 0.15 1.07 1.16  N6 1.310, H14 1.127, H15 1.017
4 C -1.94 0.17 1.85  C1 1.369, N6 1.330, H17 1.081
5 N -1.09 0.17 -1.31  C2 1.496, H18 1.104, H19 0.995
6 N -0.94 0.37 1.00  C2 1.531, C3 1.310, C4 1.330
7 N -0.16 -1.77 -0.18  C2 1.444, H20 0.982, H21 1.013
8 O -3.95 -1.12 1.64  C1 1.210
9 O 1.90 1.05 -0.95  S13 1.479
10 O -2.41 -1.11 0.07  C1 1.401, C2 1.371
11 O 2.15 -1.08 0.28  S13 1.518
12 O 3.43 -0.64 -1.90  S13 1.767, H16 0.987
13 S 2.87 0.08 -0.38  O9 1.479, O11 1.518, O12 1.767
14 H 0.80 1.20 0.25  C3 1.127
15 H 0.35 1.50 2.06  C3 1.017
16 H 3.49 -0.11 -2.73  O12 0.987
17 H -1.87 0.67 2.81  C4 1.081
18 H -1.04 -0.55 -2.14  N5 1.104
19 H -0.20 0.60 -1.38  N5 0.995
20 H -0.10 -2.26 0.68  N7 0.982
21 H 0.77 -1.42 -0.38  N7 1.013



Computed, not measured: the ion C4H8N3OS with charge +1 at a distorted geometry, with ωB97M-V/def2-TZVPD.

Properties
highest occupied orbital energy: -12.86 eV
orbital gap: 7.97 eV
net charge: +1
LUMO energy: -4.88 eV
calculated total energy: -21622.411 eV
strongest force on any atom: 3.6 eV Å⁻¹

Each atom is followed by the atoms it is bonded to, with distances in Å.
Element x y z (Å)
1 C -1.94 0.53 -0.33  N6 1.378, N7 1.300, S9 1.799
2 C 1.70 0.03 -0.16  C4 1.637, N5 1.430, O8 1.501, H10 1.147
3 C -0.62 -1.53 0.02  C4 1.492, S9 1.768, H11 1.170, H12 1.049
4 C 0.10 -0.27 -0.31  C2 1.637, C3 1.492, N6 1.295
5 N 1.98 0.56 1.14  C2 1.430, H13 1.019, H14 1.104
6 N -0.62 0.76 -0.63  C1 1.378, C4 1.295
7 N -2.82 1.48 -0.43  C1 1.300, H15 1.033, H16 1.013
8 O 2.91 -0.78 -0.54  C2 1.501, H17 0.993
9 S -2.31 -1.10 0.34  C1 1.799, C3 1.768
10 H 1.62 0.94 -0.85  C2 1.147
11 H -0.45 -2.01 -1.04  C3 1.170
12 H -0.29 -2.10 0.83  C3 1.049
13 H 1.81 1.53 1.39  N5 1.019
14 H 2.56 -0.06 1.85  N5 1.104
15 H -2.64 2.40 -0.87  N7 1.033
16 H -3.80 1.32 -0.19  N7 1.013
17 H 2.80 -1.71 -0.20  O8 0.993



Computed, not measured: an isolated molecule of C4H8N3P at a distorted geometry, with ωB97M-V/def2-TZVPD.

Properties
highest occupied orbital energy: -7.92 eV
structure (SMILES): C/N=C/N=N/C#[PH]C
orbital gap: 8.31 eV
LUMO energy: 0.38 eV
calculated total energy: -18032.305 eV
strongest force on any atom: 3.8 eV Å⁻¹

Each atom is followed by the atoms it is bonded to, with distances in Å.
Element x y z (Å)
1 C -3.32 0.25 -0.89  N2 1.420, H9 1.110, H10 1.076, H11 1.112
2 N -2.16 -0.22 -0.23  C1 1.420, C3 1.253
3 C -2.02 -0.52 0.98  N2 1.253, N4 1.356, H12 1.151
4 N -0.86 -0.97 1.52  C3 1.356, N5 1.241
5 N 0.31 -0.92 1.11  N4 1.241, C6 1.187
6 C 1.48 -0.69 1.01  N5 1.187, P7 1.748
7 P 2.89 -0.45 0.02  C6 1.748, C8 1.858, H13 1.379
8 C 3.07 1.39 0.18  P7 1.858, H14 1.136, H15 1.091, H16 1.021
9 H -4.29 0.21 -0.34  C1 1.110
10 H -3.22 1.31 -1.05  C1 1.076
11 H -3.41 -0.18 -1.91  C1 1.112
12 H -2.86 -0.48 1.76  C3 1.151
13 H 3.69 -0.79 1.09  P7 1.379
14 H 3.27 1.54 1.29  C8 1.136
15 H 2.12 1.60 -0.31  C8 1.091
16 H 3.80 1.68 -0.47  C8 1.021



Computed, not measured: the ion C4H8N3S with charge +1 at a distorted geometry, with ωB97M-V/def2-TZVPD.

Properties
highest occupied orbital energy (spin up / spin down): -12.41 / -12.41 eV
orbital gap (spin up / spin down): 6.98 / 6.98 eV
net charge: +1
LUMO energy (spin up / spin down): -5.43 / -5.43 eV
calculated total energy: -19572.295 eV
strongest force on any atom: 4.3 eV Å⁻¹

Each atom is followed by the atoms it is bonded to, with distances in Å.
Element x y z (Å)
1 C 0.53 -1.43 0.68  C2 1.378, S8 1.677, H9 1.077
2 C -0.11 -0.24 0.91  C1 1.378, C4 1.535, N5 1.334
3 C 0.93 -0.57 -1.83  N6 1.297, S8 1.699
4 C -0.20 0.36 2.33  C2 1.535, H10 1.115, H11 1.085, H12 1.047
5 N -0.72 0.34 -0.12  C2 1.334, N7 1.337
6 N 0.80 -0.47 -3.11  C3 1.297, H13 0.981, H14 0.937
7 N -1.11 1.62 -0.08  N5 1.337, H15 1.063, H16 1.031
8 S 1.03 -1.95 -0.84  C1 1.677, C3 1.699
9 H 0.83 -1.99 1.54  C1 1.077
10 H 0.18 -0.48 2.95  C4 1.115
11 H 0.21 1.36 2.38  C4 1.085
12 H -1.24 0.43 2.44  C4 1.047
13 H 0.95 0.43 -3.48  N6 0.981
14 H 0.58 -1.20 -3.65  N6 0.937
15 H -1.20 1.99 0.91  N7 1.063
16 H -1.45 1.80 -1.04  N7 1.031



Question: What is the strongest force on any atom in the third record?
Answer: 4.7 eV Å⁻¹



Question: Which value of strongest force on any atom does entry 8 give?
Answer: 4.3 eV Å⁻¹



Question: Look up the calculated total energy of the third one.
Answer: -25708.767 eV



Question: Among the records above, which one has the lowest strongest force on any atom?
Answer: C4H8N3O4P